No. 1
ORCA calculation (ωB97M-V/def2-TZVPD) on a structure of composition C29H31ClF4InNO2PS.

XYZ file:
```
71
Properties=species:S:1:pos:R:3:forces:R:3
C -3.233395 8.540289 5.778993 -0.313 -0.193 0.030
C -3.155613 8.761464 4.280311 0.065 0.066 -0.092
O -1.849081 8.914039 3.775659 -0.012 0.031 0.007
C -1.046872 7.729239 3.917111 -0.041 0.132 -0.124
C -0.120050 7.524411 2.751606 0.590 -0.304 0.052
In 0.786132 5.500698 2.974784 -0.376 0.491 0.232
N 0.506344 4.309889 1.158032 0.118 0.117 0.183
C -0.601180 3.905597 1.065273 -0.088 -0.089 -0.216
S -2.101914 3.355623 0.915213 -0.207 -0.014 0.005
P 3.238855 5.601844 3.696380 0.573 -0.646 0.086
O 3.084824 6.628905 5.015322 -0.195 -0.193 -0.181
Cl 4.174614 6.807830 2.229947 -0.253 0.256 0.044
H -2.842363 9.391359 6.332356 0.103 0.057 0.011
H -2.718997 7.635470 6.095905 0.150 -0.016 -0.029
H -4.283951 8.405623 6.046133 -0.039 0.076 0.102
H -3.657208 7.947315 3.743343 -0.030 -0.145 0.080
H -3.700298 9.675011 4.037729 0.085 0.096 -0.109
H -1.702273 6.861960 4.041178 -0.156 0.007 0.007
H -0.461466 7.828662 4.838441 -0.004 -0.115 0.118
H -0.616999 7.650508 1.792566 -0.154 -0.094 -0.027
H 0.718905 8.220094 2.792319 -0.065 0.182 -0.063
H -0.081637 4.636449 4.258983 0.157 -0.013 -0.100
H 2.152694 6.668742 5.256776 0.014 0.386 0.039
F 0.037784 1.528378 -0.675905 0.056 -0.106 -0.087
C 1.286733 1.225977 -1.067067 0.101 0.005 0.000
C 2.325664 2.062983 -0.710371 0.054 0.146 0.097
C 3.611016 1.732375 -1.116627 -0.051 -0.117 -0.072
C 3.841420 0.590053 -1.875106 0.032 0.043 0.002
C 2.779455 -0.230248 -2.228680 -0.029 0.098 0.091
C 1.492952 0.084101 -1.815244 0.034 -0.024 -0.027
H 2.120837 2.948972 -0.122427 -0.056 -0.020 0.008
H 4.437161 2.372631 -0.837362 -0.006 0.028 0.012
H 4.846287 0.341333 -2.191212 0.002 -0.005 -0.004
H 2.946101 -1.116313 -2.820985 0.000 0.076 0.013
H 0.657880 -0.549095 -2.067623 -0.035 -0.016 0.002
F 3.943369 -2.821681 -3.583719 0.221 -0.172 -0.166
C 3.938329 -3.969966 -2.874757 -0.123 -0.078 0.109
C 4.938794 -4.898404 -3.072234 0.117 0.023 -0.101
C 4.903281 -6.075712 -2.337253 -0.107 0.022 0.052
C 3.875138 -6.308062 -1.432960 0.043 -0.014 -0.020
C 2.880997 -5.354979 -1.255360 0.054 -0.105 0.024
C 2.912293 -4.172783 -1.975517 -0.178 0.107 0.025
H 5.724098 -4.700790 -3.789306 -0.003 0.024 0.007
H 5.680990 -6.814821 -2.474769 0.015 -0.003 -0.017
H 3.849294 -7.229973 -0.867844 0.000 -0.004 0.007
H 2.075328 -5.529205 -0.554956 -0.010 0.013 0.013
H 2.151207 -3.414564 -1.845911 0.015 0.011 -0.004
F -0.623800 -4.735833 -0.473799 0.061 0.041 -0.009
C -1.213975 -5.942253 -0.357110 -0.096 -0.199 -0.002
C -1.557703 -6.631452 -1.502587 0.088 0.075 -0.157
C -2.159521 -7.874229 -1.376430 0.003 -0.002 0.097
C -2.413573 -8.405160 -0.119282 -0.019 -0.034 -0.006
C -2.061319 -7.691397 1.017589 -0.003 -0.017 -0.080
C -1.453087 -6.450108 0.903782 0.050 0.095 0.146
H -1.358898 -6.196411 -2.472791 -0.015 -0.003 0.032
H -2.431571 -8.428233 -2.264518 -0.009 0.015 -0.024
H -2.886498 -9.373565 -0.026355 -0.005 -0.006 0.005
H -2.261737 -8.100045 1.998743 0.012 0.003 0.020
H -1.165895 -5.878682 1.776227 -0.010 0.028 -0.017
F -3.213434 -4.881082 -3.689306 -0.019 -0.006 -0.037
C -3.196746 -3.537252 -3.524005 -0.008 0.164 0.021
C -4.337046 -2.814949 -3.808093 -0.137 -0.062 -0.044
C -4.313695 -1.438179 -3.632116 0.095 -0.012 0.020
C -3.160365 -0.807263 -3.186652 -0.038 0.037 -0.019
C -2.026129 -1.557717 -2.912834 -0.204 -0.054 -0.059
C -2.040013 -2.935254 -3.075945 0.175 -0.088 0.016
H -5.223803 -3.325671 -4.159065 0.009 -0.020 0.014
H -5.201256 -0.857030 -3.842542 -0.018 -0.004 -0.012
H -3.144694 0.265324 -3.050075 0.010 0.003 0.024
H -1.132536 -1.066804 -2.567134 0.028 0.031 0.049
H -1.168184 -3.537982 -2.856871 -0.018 0.007 0.002
```
Positions in Å, forces in eV/Å.

Computed properties:
spin multiplicity	1
highest occupied orbital energy	-4.576	eV
charge	-1
LUMO energy	2.009	eV

=====

No. 2
ORCA calculation (ωB97M-V/def2-TZVPD) on the molecule C29H31N5O2.

XYZ file:
```
67
Properties=species:S:1:pos:R:3:forces:R:3
C -3.183710 -6.344325 4.932709 -0.449 0.738 -0.007
O -3.879722 -5.075078 5.015677 0.140 -0.440 -0.147
C -3.268837 -3.939653 4.590315 0.776 0.476 -0.453
C -3.931865 -2.707945 4.822167 0.378 -0.798 0.233
C -3.250700 -1.513180 4.657884 -0.009 -0.015 -0.232
C -1.986955 -1.480888 4.050243 0.520 -0.340 0.256
C -1.252134 -0.142161 3.874455 0.089 -0.167 -0.024
C 0.094132 -0.223074 3.205486 0.468 0.207 -0.055
C 0.797268 0.874918 2.841670 -0.082 -0.974 0.502
N 2.098143 0.851118 2.398830 -0.116 0.312 -0.191
C 2.820008 2.079707 2.106357 0.216 0.008 0.358
C 2.190433 2.894669 0.977496 -0.098 0.085 -0.345
C 2.960205 4.163413 0.686243 -0.170 0.142 -0.174
C 3.391070 4.441116 -0.617082 0.338 0.119 0.420
C 4.222095 5.540878 -0.856312 -0.171 -0.012 0.081
C 4.577258 6.393154 0.194445 -0.091 -0.075 0.165
C 4.084870 6.155465 1.485363 -0.231 -0.297 -0.193
C 3.259642 5.048933 1.724278 0.419 0.231 -0.290
C 4.228896 1.573363 1.776000 0.556 0.226 -0.047
O 5.217134 2.248513 1.502107 -1.114 -0.700 0.237
N 4.189744 0.211988 1.861141 0.205 0.532 -0.090
C 5.355225 -0.605630 1.628723 -0.002 -0.292 0.035
C 2.916947 -0.357876 2.278727 -0.208 -0.045 -0.015
C 3.069940 -1.122356 3.603929 0.345 0.158 0.057
C 2.390723 -1.312339 1.202773 0.129 0.044 -0.269
C -1.428246 -2.692921 3.640644 -0.082 0.118 0.121
C -2.014356 -3.921386 3.945017 -0.758 -0.020 0.401
H -3.919805 -7.050414 5.325798 0.317 0.013 -0.129
H -2.926281 -6.599443 3.894045 -0.108 0.089 0.277
H -2.278299 -6.347128 5.558864 -0.251 0.091 -0.187
H -4.957282 -2.742850 5.181535 0.251 0.074 0.179
H -3.727104 -0.587603 4.996369 0.119 -0.236 -0.275
H -1.141603 0.351105 4.853800 -0.138 -0.277 -0.142
H 0.527906 -1.209641 3.069052 -0.268 0.554 0.187
H 0.355017 1.874572 2.936040 0.222 -0.349 -0.026
H 2.893683 2.714337 3.010556 0.037 -0.234 -0.281
H 2.152591 2.272090 0.072311 -0.044 0.098 0.194
H 1.149140 3.124273 1.251809 0.235 -0.042 -0.060
H 3.110480 3.759643 -1.424991 0.179 0.237 0.228
H 4.600127 5.722345 -1.867158 -0.156 -0.013 0.388
H 5.237536 7.247957 0.015348 -0.258 -0.357 0.039
H 4.349337 6.812176 2.315666 -0.058 -0.116 -0.300
H 2.882345 4.841033 2.729717 0.187 0.187 -0.302
H 6.174884 0.029676 1.285674 -0.222 -0.034 0.095
H 5.650287 -1.120760 2.550266 0.072 0.080 -0.133
H 5.137202 -1.362914 0.867658 0.115 0.112 0.056
H 3.753313 -0.579226 4.270392 -0.231 -0.126 -0.084
H 2.105091 -1.250834 4.095889 0.313 0.004 0.015
H 3.489568 -2.110832 3.387541 -0.027 0.150 0.215
H 2.486413 -0.849198 0.209863 -0.123 -0.139 0.282
H 2.992683 -2.228088 1.234366 -0.216 0.104 -0.175
H 1.344561 -1.569392 1.385357 0.232 0.004 -0.182
H -0.508036 -2.716966 3.065434 -0.116 0.007 0.220
H -1.501087 -4.851522 3.689439 -0.201 0.374 0.059
C -3.749769 3.692006 4.681973 0.579 -0.540 0.190
C -2.826496 2.639641 4.635600 -0.348 0.492 0.025
C -2.894953 1.816710 3.519086 0.637 -0.984 -0.542
C -3.845290 1.960693 2.504653 0.227 -0.344 0.068
C -4.815944 2.971972 2.588584 0.301 0.086 0.135
C -4.723746 3.849440 3.673029 -0.324 -0.097 -0.485
N -3.630137 0.959009 1.554468 1.160 -0.498 0.888
N -2.611038 0.236699 1.952856 -1.211 1.559 -0.245
N -2.102054 0.742149 3.106972 -2.049 0.914 -0.574
H -3.723260 4.400586 5.516941 -0.040 -0.331 -0.341
H -2.073525 2.414820 5.387589 -0.219 0.441 0.089
H -5.576641 3.021961 1.805667 0.204 0.271 0.367
H -5.419195 4.692756 3.756859 0.228 -0.447 -0.064
```
Positions in Å, forces in eV/Å.

Computed properties:
spin multiplicity	1
highest occupied orbital energy	-7.968	eV
LUMO energy	0.547	eV

=====

No. 3
ORCA calculation (ωB97M-V/def2-TZVPD) on a structure of composition C29H31N7ReS.

XYZ file:
```
69
Properties=species:S:1:pos:R:3:forces:R:3
Re -0.282482 -0.264423 0.130692 -0.486 -0.772 0.525
C -0.176925 -1.873261 2.802140 0.021 0.017 -0.020
N 0.047849 -0.492542 2.278176 0.163 0.123 0.121
C -0.801573 0.455337 3.048861 0.003 -0.018 0.009
C 1.484684 -0.187769 2.410233 0.024 -0.001 -0.097
C 2.064665 0.300204 3.565105 0.026 0.023 -0.030
C 3.428033 0.565441 3.576941 0.010 -0.016 -0.030
C 4.191589 0.352936 2.436492 -0.037 0.013 0.028
C 3.614124 -0.144149 1.278340 -0.016 -0.046 0.050
C 2.258337 -0.451781 1.274129 -0.061 0.119 -0.060
N 1.528294 -0.929198 0.153288 0.158 -0.007 -0.105
C 2.111590 -1.517652 -0.989363 0.012 0.053 -0.059
C 3.259659 -2.297930 -1.004582 -0.072 0.001 -0.074
C 3.702403 -2.813352 -2.214024 -0.013 0.016 -0.001
C 3.014755 -2.552528 -3.390879 0.008 -0.002 0.002
C 1.855785 -1.788185 -3.370633 -0.006 -0.010 0.050
C 1.401547 -1.289567 -2.163291 0.085 -0.077 0.047
N 0.179577 -0.473718 -2.031222 0.076 0.170 -0.126
C -0.934220 -1.097121 -2.801161 0.002 0.039 0.035
C 0.445247 0.874005 -2.619382 0.037 0.006 0.054
H 0.159468 -1.915013 3.838754 -0.012 -0.022 -0.005
H 0.398848 -2.576678 2.204453 -0.014 -0.015 0.007
H -1.235396 -2.115560 2.752810 0.001 -0.004 -0.007
H -0.630011 0.343867 4.119177 -0.005 0.002 -0.001
H -1.843683 0.222577 2.837990 0.002 0.016 0.008
H -0.579384 1.476926 2.745942 -0.011 0.001 0.030
H 1.475032 0.486084 4.451592 0.001 0.006 0.012
H 3.890128 0.948208 4.475500 0.004 0.009 0.012
H 5.247427 0.584479 2.444601 0.015 0.001 0.006
H 4.209621 -0.284279 0.388423 0.011 -0.011 -0.019
H 3.787270 -2.519328 -0.088299 0.008 0.004 0.030
H 4.591866 -3.427252 -2.234722 0.009 -0.009 -0.006
H 3.373551 -2.952646 -4.328460 0.001 -0.003 -0.003
H 1.325338 -1.600015 -4.293935 -0.003 -0.002 -0.013
H -0.705570 -1.079349 -3.865847 -0.027 -0.007 -0.005
H -1.842507 -0.520644 -2.631638 0.002 -0.006 -0.012
H -1.077128 -2.122473 -2.473194 0.000 0.004 -0.012
H 0.707017 0.772730 -3.673585 0.006 0.004 0.010
H 1.273581 1.338972 -2.087497 -0.002 0.011 -0.005
H -0.446449 1.490651 -2.519637 0.010 0.015 -0.013
S -2.168512 -1.532307 0.194852 0.259 0.183 -0.023
C -3.294799 -0.328932 -0.343088 -0.457 -0.046 -0.062
N -4.568982 -0.795064 -0.460545 0.273 0.136 0.076
N -5.571226 -0.131827 -0.821016 -0.152 -0.101 -0.107
C -5.796852 1.160565 -1.396435 0.000 0.009 0.070
C -4.949125 1.729951 -2.338902 -0.076 0.027 -0.034
C -5.331804 2.921604 -2.925857 0.030 0.001 0.004
C -6.528235 3.536441 -2.568353 -0.006 0.006 -0.002
C -7.372620 2.945452 -1.640226 0.025 -0.039 0.013
C -7.017567 1.737620 -1.062770 0.043 0.081 -0.023
N -2.968251 0.951898 -0.374111 0.387 -0.099 -0.063
N -1.704887 1.155968 -0.080121 -0.227 0.224 -0.170
C -1.308633 2.528865 0.010248 -0.047 -0.003 0.022
C 0.011996 2.779203 0.378275 -0.014 0.026 -0.028
C 0.469627 4.079467 0.495217 -0.061 0.003 -0.014
C -0.398484 5.133575 0.234603 0.057 0.010 0.017
C -1.711195 4.879714 -0.133176 -0.053 -0.034 -0.014
C -2.180071 3.578134 -0.247066 0.086 0.034 0.033
H -6.427645 -0.674146 -0.721267 0.022 -0.021 -0.001
H -4.031758 1.246582 -2.636028 0.011 -0.016 0.012
H -4.698137 3.371846 -3.677450 0.003 0.004 -0.007
H -6.809978 4.471140 -3.033133 -0.004 0.006 -0.006
H -8.311586 3.410752 -1.376716 -0.004 0.010 0.001
H -7.678701 1.254785 -0.353405 -0.001 -0.014 0.013
H 0.714294 1.967144 0.594714 -0.005 -0.022 -0.029
H 1.493547 4.270185 0.784623 0.010 0.003 0.002
H -0.047719 6.152680 0.318488 0.003 0.007 0.003
H -2.382748 5.703636 -0.331405 -0.004 0.010 -0.003
H -3.203906 3.378767 -0.526240 -0.027 -0.007 -0.006
```
Positions in Å, forces in eV/Å.

Computed properties:
spin multiplicity	2
highest occupied orbital energy (spin up / spin down)	-13.140 / -13.357	eV
<S²>	0.829
charge	+2
LUMO energy (spin up / spin down)	-7.770 / -7.676	eV

=====

Number 1: strongest force on any atom 0.9 eV/A. Number 2: strongest force on any atom 2.3 eV/A. Number 3: strongest force on any atom 1.1 eV/A.